The following is a DFT calculation (ωB97M-V/def2-TZVPD) of C34H23N2O2P2PtS4 as an isolated structure.

CARTESIAN COORDINATES (ANGSTROEM)
Pt: 0.29918 -2.23287 0.09467
S: 1.28613 -1.69598 -2.58990
P: 0.13402 -0.22195 -1.91716
C: 0.34954 -0.21686 -0.17385
P: 0.36119 1.04590 1.05972
S: 1.10651 0.48471 2.78219
C: -1.34612 1.66707 1.20078
C: -2.04945 2.11094 0.08412
C: -3.35890 2.54628 0.20211
C: -3.98048 2.53426 1.44452
C: -3.28699 2.09209 2.56113
C: -1.97261 1.66003 2.44158
C: 1.35430 2.40257 0.35746
C: 2.71771 2.14792 0.19853
C: 3.56320 3.13321 -0.27813
C: 3.05738 4.38646 -0.60429
C: 1.70619 4.64618 -0.44864
C: 0.85578 3.65816 0.03527
C: 0.51349 1.34919 -2.76465
C: -0.46341 2.23817 -3.20522
C: -0.10722 3.43374 -3.81442
C: 1.23133 3.75398 -3.98175
C: 2.21183 2.87275 -3.54614
C: 1.85605 1.67538 -2.94840
C: -1.61579 -0.53311 -2.30614
C: -2.00050 -0.55054 -3.64616
C: -3.29951 -0.87372 -3.99763
C: -4.22614 -1.19817 -3.01336
C: -3.84706 -1.19348 -1.68041
C: -2.54641 -0.85984 -1.32800
H: -1.57175 2.12117 -0.88660
H: -3.89691 2.88006 -0.67600
H: -5.00715 2.86421 1.53948
H: -3.77047 2.07653 3.52920
H: -1.42009 1.30018 3.30034
H: 3.11144 1.17581 0.47247
H: 4.61886 2.92497 -0.39399
H: 3.71846 5.15831 -0.97753
H: 1.30764 5.62075 -0.69966
H: -0.19512 3.87822 0.16733
H: -1.51229 1.99171 -3.10041
H: -0.87809 4.11018 -4.16027
H: 1.51111 4.68656 -4.45469
H: 3.25836 3.11734 -3.67257
H: 2.61771 0.97598 -2.62606
H: -1.27351 -0.33048 -4.41985
H: -3.58572 -0.88906 -5.04124
H: -5.23759 -1.46654 -3.28937
H: -4.55751 -1.45930 -0.90914
H: -2.26066 -0.85482 -0.28154
S: 2.42544 -2.70577 1.14141
C: 1.93351 -3.43675 2.59348
C: 2.89946 -4.14815 3.35122
C: 2.59716 -4.71313 4.55842
C: 3.61609 -5.42995 5.28032
N: 4.43872 -5.99995 5.84424
C: 1.28447 -4.58943 5.09465
C: 0.33490 -3.90490 4.38704
C: 0.61331 -3.32891 3.12261
S: -0.62416 -2.47426 2.33992
C: 0.94596 -5.16514 6.36814
N: 0.67426 -5.62801 7.38409
H: 3.89923 -4.24694 2.95182
H: -0.66190 -3.80027 4.79254
O: 0.17044 -6.27352 -1.05214
C: 0.54931 -5.16032 -0.74914
O: -0.20575 -4.23893 -0.24737
H: 1.62961 -4.89986 -0.79898

Atomic forces in eV per Å
0.1 -0.2 0.2
-0.1 0.2 -0.1
0.3 0.0 -0.1
-0.3 0.0 0.0
0.4 -0.1 0.0
-0.1 0.1 -0.1
0.0 0.0 0.1
0.0 0.0 0.0
0.0 0.0 0.0
0.0 0.0 0.0
0.0 0.0 0.0
0.0 0.0 0.0
0.0 0.1 0.1
0.0 0.0 0.0
0.0 0.0 0.0
0.0 0.0 0.0
0.0 0.0 0.0
0.0 0.0 0.0
0.0 0.0 0.0
0.0 0.0 0.0
0.0 0.0 0.0
0.0 0.0 0.0
0.0 0.0 0.0
0.0 0.0 0.0
0.0 0.0 0.0
0.0 -0.1 -0.1
0.0 0.0 0.0
0.0 0.0 0.0
0.0 0.0 0.0
0.0 0.1 0.1
0.0 0.0 0.0
0.0 0.0 0.0
0.0 0.0 0.0
0.0 0.0 0.0
0.0 0.0 0.0
0.0 0.0 0.0
0.0 0.0 0.0
0.0 0.0 0.0
0.0 0.0 0.0
0.0 0.0 0.0
0.0 0.0 0.0
0.0 0.0 0.0
0.0 0.0 0.0
0.0 0.0 0.0
0.0 0.0 0.0
0.0 0.0 0.0
0.0 0.0 0.0
0.0 0.0 0.0
0.0 0.0 0.0
0.0 0.0 -0.1
-0.1 0.1 -0.1
0.0 0.0 0.2
0.0 0.1 -0.2
0.1 -0.1 0.2
-0.2 0.1 -0.1
0.1 0.0 0.0
0.0 0.0 0.1
0.0 0.1 -0.1
0.1 0.0 0.1
-0.1 -0.1 -0.1
0.1 0.0 -0.2
0.0 0.0 0.1
0.0 0.0 0.0
0.0 0.0 0.0
0.1 -0.1 -0.3
0.1 -0.1 0.5
-0.2 0.0 -0.1
-0.1 0.1 -0.2

Multiplicity: 5
Net charge: -1
Energy above the lowest of the compared OMol25 structures with the same formula, charge and spin (eV): 0.000
Gap between HOMO and LUMO (alpha / beta) (eV): 6.2 / 5.6
E_HOMO (alpha / beta) (eV): -4.118 / -5.556